*A*
19
Properties=species:S:1:pos:R:3 method="wB97M-V/def2-TZVPD" homo_lumo_gap_ev=6.02 total_charge=+1 homo_energy_ev=-11.897
C -0.26899 -0.73580 0.73653
C 0.60410 0.27574 0.53736
C 2.08403 2.37469 -1.85858
C 1.41227 1.45321 -2.66087
C -1.21406 -1.57061 0.04554
C 1.04047 0.85563 -0.67338
C -1.37045 -1.39136 -1.22243
C -2.12127 -2.25132 0.98277
N 1.86621 1.92603 -0.60072
N 0.74780 0.58381 -1.89637
Br -1.77669 -1.34445 -2.94288
H -0.35461 -1.02012 1.75251
H 1.03985 0.64661 1.39382
H 2.69862 3.14033 -2.32561
H 1.37746 1.56481 -3.74005
H -2.82489 -2.84284 0.45237
H -1.34939 -2.97035 1.47253
H -2.70873 -1.57978 1.59239
H 2.08439 2.42489 0.26714

*B*
19
Properties=species:S:1:pos:R:3 method="wB97M-V/def2-TZVPD" homo_lumo_gap_ev="6.58 / 6.58" total_charge=+1 homo_energy_ev="-12.584 / -12.583"
C 0.75570 -0.97660 -1.24654
C -1.43784 0.04779 2.56143
C 0.54606 -0.54449 0.03297
C 0.15950 0.05983 -2.10584
C -0.23497 0.68314 0.01419
C 0.37124 0.33374 -3.41231
C 0.70975 -0.86322 1.49757
C 0.04532 0.36948 2.18700
N -0.42646 1.29269 1.13083
N -0.30537 1.09749 -1.22278
Br -2.49556 -1.22460 1.78906
H 1.35541 -1.80996 -1.63594
H -1.93273 0.65475 3.15850
H 0.04143 1.23286 -3.80590
H 0.73836 -0.48487 -4.03010
H 0.13055 -1.77045 1.88131
H 1.78266 -0.95190 1.86674
H 0.63991 0.79274 2.88404
H -0.44296 2.06158 -1.54425

Which of them is the most stable, and which is the least stable? *B* and *A*, in that order.

*A*
13
Properties=species:S:1:pos:R:3 method="wB97M-V/def2-TZVPD" homo_lumo_gap_ev=11.83 total_charge=+1 homo_energy_ev=-15.214
N 1.36529 -1.37878 0.50596
H -0.24461 -0.73456 0.41504
H 1.35765 -2.27941 0.01781
H 1.87328 -1.61349 1.35458
H 2.06518 -0.87867 -0.04108
C 0.10084 1.61409 -0.74177
C -1.04787 1.14171 -0.31195
N -1.17311 -0.21758 0.25071
H 1.07375 1.29247 -0.39661
H 0.10055 2.48239 -1.38899
H -2.02526 1.57035 -0.47140
H -1.67958 -0.19795 1.14176
H -1.76610 -0.80057 -0.33407

*B*
13
Properties=species:S:1:pos:R:3 method="wB97M-V/def2-TZVPD" homo_lumo_gap_ev=9.61 total_charge=+1 homo_energy_ev=-13.417
N -1.20751 1.14367 0.89874
H -1.69060 1.30146 0.01636
H -1.39778 1.81889 1.64157
H -0.16807 1.15117 0.78023
H -1.45844 0.20577 1.21593
C -0.23751 -1.22108 -1.11362
C 0.90388 -1.08819 -0.43955
N 1.37626 0.24527 -0.06102
H -0.50505 -0.34441 -1.70054
H -0.96980 -2.00187 -0.96829
H 1.37988 -1.92714 0.05099
H 2.13922 0.17712 0.60721
H 1.83552 0.53933 -0.92801

Which of them is the most stable, and which is the least stable? *A* and *B*, in that order.

*A*
15
Properties=species:S:1:pos:R:3 method="wB97M-V/def2-TZVPD" homo_lumo_gap_ev=8.24 homo_energy_ev=-7.959
C -2.17007 -1.01446 0.51663
C -0.92975 -0.77258 -0.44326
C 2.85947 0.28312 0.17881
C 0.60110 1.11592 -0.09705
C -0.61236 0.70778 -0.29663
H -2.82768 0.21227 0.31677
H -1.86496 -0.79992 1.45004
H -3.10195 -1.99684 0.56661
H -0.92390 -1.03510 -1.55119
H 2.94405 1.38692 0.28357
H 0.83757 2.27519 0.14665
H -1.23953 1.59729 -0.70598
N 1.54612 0.13356 -0.09920
S 0.84446 -1.30990 -0.29608
S 4.03744 -0.78325 0.03030

*B*
15
Properties=species:S:1:pos:R:3 method="wB97M-V/def2-TZVPD" homo_lumo_gap_ev=7.91 homo_energy_ev=-8.714
S -2.27339 -1.36684 -0.35580
C -0.83651 -1.61987 0.19354
C 0.05151 -0.55559 0.84346
N -0.59545 0.73620 1.05929
C -0.52697 1.07234 -0.42616
C 1.07316 0.90707 -0.62016
C 1.24879 -0.30884 0.00390
S 2.27804 -1.55338 -0.11494
H -0.22425 -2.44141 -0.29217
H 0.54913 -1.12543 1.73436
H -1.66100 0.46177 1.15626
H -1.16532 0.59678 -1.12135
H -0.74063 2.21837 -0.74442
H 1.35058 1.54351 0.35295
H 1.47232 1.43533 -1.66877

Which of them is the most stable, and which is the least stable? *B* and *A*, in that order.

*A*
11
Properties=species:S:1:pos:R:3 method="wB97M-V/def2-TZVPD" homo_lumo_gap_ev=11.17 total_charge=+1 homo_energy_ev=-16.793
C 1.13775 1.31387 0.94899
C 0.17903 -0.14846 -0.59075
O -1.65298 -1.51265 -0.48499
O 0.44517 1.04978 -0.32823
H 0.85742 2.37671 1.23998
H 0.70071 0.70675 1.65080
H 2.25996 1.14750 0.90750
H -2.56886 -1.30272 -0.49024
H -0.40158 -0.53109 -1.54176
H 0.46230 -0.99234 -0.09633
H -1.41892 -2.10735 -1.21498

*B*
11
Properties=species:S:1:pos:R:3 method="wB97M-V/def2-TZVPD" homo_lumo_gap_ev=11.68 total_charge=+1 homo_energy_ev=-16.984
O 0.74741 -0.10564 -1.60716
H 0.65040 -0.85106 -2.22195
H 0.87307 0.59168 1.73174
H 1.13471 0.57588 -2.17588
C 0.51313 -0.37966 1.42865
C -0.39842 -0.29659 0.28566
O -1.17217 0.72952 0.14562
H 1.31740 -1.08922 1.26293
H -0.12735 -0.78062 2.21814
H -0.77560 -1.11829 -0.30239
H -1.19489 1.27037 0.95513

*C*
11
Properties=species:S:1:pos:R:3 method="wB97M-V/def2-TZVPD" homo_lumo_gap_ev="9.09 / 10.14" total_charge=+1 homo_energy_ev="-17.807 / -17.580"
C 0.13057 1.26917 -0.06362
C -0.70438 -1.07240 -0.05888
O 1.98436 -0.41493 0.21096
O 0.17090 -0.12383 0.40730
H -0.40377 1.84936 0.72038
H 1.17116 1.50091 -0.39709
H -0.38915 1.38205 -1.08387
H -1.34337 -0.78284 -0.78409
H -0.14758 -1.84440 -0.56742
H -1.14591 -1.48642 0.88360
H 2.44412 -1.07439 0.81549

Which of them is the most stable, and which is the least stable? *B* and *C*, in that order.

*A*
22
Properties=species:S:1:pos:R:3 method="wB97M-V/def2-TZVPD" homo_lumo_gap_ev=9.77 homo_energy_ev=-8.893
C 1.29618 -1.31970 -0.92251
C 1.59210 2.09967 0.74317
C -2.48056 -1.78588 0.60877
C 1.96940 -0.16802 -0.20880
C 0.95069 1.00224 -0.13611
N -2.68909 -0.43545 0.32166
O -2.40089 1.63388 -0.69594
O -0.31131 0.66873 0.41024
S -1.65983 0.23093 -0.56012
H 0.41998 -1.58368 -0.31820
H 1.98884 -2.15160 -1.04704
H 1.01587 -1.06616 -1.85309
H 1.39347 1.69691 1.68627
H 2.68370 2.04494 0.55209
H 1.13978 3.09281 0.67113
H -3.23209 -2.51826 0.20976
H -2.65598 -2.15022 1.63680
H -1.60174 -2.14303 0.21141
H 2.93053 0.09623 -0.80035
H 2.05211 -0.29548 0.87872
H 0.77697 1.48653 -1.17413
H -3.17813 1.56459 -0.21371

*B*
22
Properties=species:S:1:pos:R:3 method="wB97M-V/def2-TZVPD" homo_lumo_gap_ev=8.74 homo_energy_ev=-8.235
C 1.99077 -1.90529 0.64312
S 2.49095 -0.23840 0.00653
C 1.44068 0.17670 -1.41078
C 0.38407 1.33492 -1.17344
C -0.78935 0.83911 -0.38443
N -2.24247 1.09976 -0.64977
C -0.49540 1.31198 0.98151
O 0.43943 2.06280 1.14861
H 2.35892 -2.25984 1.47901
H 2.56790 -2.71921 0.16206
H 1.03685 -2.27031 0.46646
H 2.19423 0.51848 -2.19764
H 0.83208 -0.70709 -1.79540
H 0.75549 2.19194 -0.58531
H -0.17259 1.70541 -2.14881
H -0.78845 -0.42388 -0.34805
H -2.54480 1.11141 -1.54493
H -2.43928 1.98799 -0.18248
H -1.01170 1.04822 1.79658
O -1.80875 -1.34595 1.98308
H -1.86611 -2.00823 2.70055
H -2.33248 -1.51054 1.05354

*C*
22
Properties=species:S:1:pos:R:3 method="wB97M-V/def2-TZVPD" homo_lumo_gap_ev=9.70 homo_energy_ev=-9.150
C -2.04009 1.97557 0.11630
N -0.83629 1.32819 0.43139
C -0.08928 1.88185 1.60134
C -0.93093 -0.08922 0.33055
O -1.71675 -0.50035 -0.60211
C -0.19853 -1.15599 1.24769
C 1.35010 -1.05128 1.26858
S 1.98361 -1.62131 -0.36923
H -2.88936 1.61262 -0.46551
H -2.52386 2.52864 0.84349
H -1.66353 2.91555 -0.48517
H -0.13133 2.84249 2.01603
H 1.00026 1.82258 1.32272
H -0.25840 1.14710 2.45102
H -0.61560 -0.88378 2.21386
H -0.69122 -2.05555 0.99080
H 1.68916 -1.71862 2.00317
H 1.64897 -0.02182 1.54253
H 0.93747 -1.28321 -1.12855
O 0.28897 0.34728 -3.18276
H -0.44130 0.57645 -2.54500
H 0.92952 1.02006 -2.97930

Which of them is the most stable, and which is the least stable? *C* and *B*, in that order.

*A*
8
Properties=species:S:1:pos:R:3 method="wB97M-V/def2-TZVPD" homo_lumo_gap_ev=8.09 homo_energy_ev=-8.898
C -0.05022 1.17110 1.32011
C 0.23390 1.08834 0.07946
C -0.18159 -1.46184 -0.60737
N 0.62256 0.89054 -1.04734
S 0.36107 -0.52826 -1.86610
I -0.76796 -3.35973 -1.41223
H 0.45894 0.28271 1.72133
H -0.67670 1.91713 1.81215

*B*
8
Properties=species:S:1:pos:R:3 method="wB97M-V/def2-TZVPD" homo_lumo_gap_ev=8.09 homo_energy_ev=-8.776
C -0.38206 0.00340 -0.19365
C -0.51892 -0.53618 -1.35732
C -1.08898 -3.01120 -1.05253
N -0.87163 -0.97687 -2.44397
S -1.85366 -2.30550 -2.35450
I -1.91401 -4.83301 -0.46617
H 0.44430 -0.34427 0.40409
H -1.24836 0.56297 0.10117

Which of them is the most stable, and which is the least stable? *B* and *A*, in that order.

*A*
27
Properties=species:S:1:pos:R:3 method="wB97M-V/def2-TZVPD" homo_lumo_gap_ev="7.21 / 7.21" homo_energy_ev="-9.145 / -9.146"
C 0.56572 2.48793 -1.32366
C 0.56493 -2.17157 1.49716
C -1.97484 -1.67621 1.28723
C -0.50481 -1.79145 -0.82523
C 2.92534 2.01754 -1.14336
C -0.12470 -0.02344 1.00730
C -0.57375 -1.30142 0.66503
N -0.51222 1.86342 -0.74940
N -1.82967 2.11036 -0.79827
O 0.62417 3.26411 -2.22569
O -2.16089 3.27193 -1.05784
O -2.56961 1.16505 -0.56853
O 1.62568 2.03514 -0.53572
H 0.21466 -3.24498 1.57198
H 1.55622 -2.27172 1.06509
H 0.69968 -1.71203 2.51890
H -2.80212 -0.90573 1.19941
H -2.33424 -2.60804 0.77558
H -1.98726 -1.73760 2.32395
H -1.39965 -1.79850 -1.37815
H -0.05902 -2.79939 -0.88364
H -0.02562 -1.02296 -1.40043
H 3.38080 3.04438 -0.89394
H 2.78649 1.60714 -2.09228
H 3.54574 1.30683 -0.52965
H 0.81531 0.27312 0.59905
H -0.44632 0.61809 1.89511

*B*
27
Properties=species:S:1:pos:R:3 method="wB97M-V/def2-TZVPD" homo_lumo_gap_ev=9.68 homo_energy_ev=-9.102
C 1.59644 -2.05200 -2.00582
C 0.72271 -0.79689 -1.90818
N 0.36983 -0.76634 -0.51103
C 0.14293 0.50628 0.15596
O 0.53190 1.61703 -0.06415
C -0.51828 0.04451 1.47711
N -0.06983 -1.41662 1.54630
C -0.01578 0.73870 2.91203
C -0.65568 2.13751 2.85794
O -0.62363 -0.16908 3.90736
C -0.23906 -0.30099 -2.99781
O 0.07390 -0.15553 -4.13417
O -1.18362 0.66863 -2.28686
H 1.96635 -2.12211 -3.15990
H 0.87157 -2.91961 -1.98384
H 2.23259 -2.04000 -1.16725
H 1.29158 0.16746 -1.71858
H -0.10286 -1.56316 0.11791
H -1.70719 -0.08448 1.58059
H -0.26938 -1.91714 2.59855
H 0.99235 -1.57887 1.27852
H 1.15622 0.76439 3.17231
H -0.15700 2.46321 1.83031
H -1.69258 2.20778 2.58194
H -0.14042 2.88614 3.60622
H -1.16789 0.62268 4.57411
H -1.96145 1.04330 -2.88273

Which of them is the most stable, and which is the least stable? *B* and *A*, in that order.

*A*
10
Properties=species:S:1:pos:R:3 method="wB97M-V/def2-TZVPD" homo_lumo_gap_ev="8.41 / 7.78" homo_energy_ev="-9.189 / -9.443"
C -1.27931 -1.44860 0.72603
N 0.52376 1.18749 -1.20277
O 0.84988 1.71395 1.36860
P 0.72231 0.61402 0.37168
Cl 2.58760 -0.29382 0.25504
H -0.87787 -2.37771 1.26580
H -1.93891 -0.67790 1.16630
H -1.33970 -1.61602 -0.40288
H 0.12512 0.72774 -1.98718
H 0.62713 2.17085 -1.56061

*B*
10
Properties=species:S:1:pos:R:3 method="wB97M-V/def2-TZVPD" homo_lumo_gap_ev="9.76 / 6.22" homo_energy_ev="-10.070 / -7.353"
C 0.61225 -0.37312 0.78739
N -3.03387 -0.81439 0.65932
O 0.64932 1.01732 0.84937
P 0.26010 2.07999 -0.25201
Cl -2.49842 0.48131 -0.21268
H 0.32268 -0.74293 -0.23274
H 0.12559 -0.73895 1.70140
H 1.77974 -0.49057 0.99184
H -3.97681 -0.62371 0.97172
H 0.33794 1.06553 -1.29854

Which of them is the most stable, and which is the least stable? *A* and *B*, in that order.